# 1
A cluster of 5 separate species, C24H67N7OP in total, computed with the ωB97M-V functional and the def2-TZVPD basis.

XYZ file:
```
100
Properties=species:S:1:pos:R:3:forces:R:3
N 0.0757 2.5811 1.6844 -0.1 0.0 0.0
N 0.2784 3.0904 0.3522 0.1 -0.6 0.1
P 0.6240 4.9354 0.3940 0.4 0.3 -0.1
N 1.4557 4.9390 -1.0747 -0.4 0.3 0.5
O 1.8860 4.8826 1.4155 -0.3 -0.3 -0.7
H 0.9919 2.3188 2.0389 -0.1 0.1 0.0
H -0.4628 1.7164 1.6202 0.1 -0.1 0.1
H -0.5991 2.9955 -0.1679 0.0 0.0 0.1
H 0.9704 2.5481 -0.1856 0.0 0.2 0.0
H 0.9246 5.4466 -1.7754 0.3 0.0 -0.1
H 2.4104 5.2799 -1.0195 0.0 -0.2 -0.1
H 1.7159 5.4376 2.1798 0.0 0.1 0.4
C -2.0206 -1.7097 -1.8922 -0.1 -0.1 0.1
C -1.3578 -0.3508 -2.0229 -0.1 0.0 0.0
N -0.1550 -0.3539 -2.8359 0.1 0.1 0.1
C 0.6227 0.8580 -2.6879 0.0 0.0 0.0
C -0.0279 2.1849 -3.1104 0.1 0.1 0.2
C -0.3100 -0.8621 -4.1923 0.0 -0.1 -0.1
C -1.3280 -0.1630 -5.1004 0.0 0.0 0.0
H -1.3175 -2.4481 -1.5035 0.0 0.0 -0.1
H -2.8513 -1.6307 -1.1884 0.0 0.0 0.0
H -2.4361 -2.0793 -2.8302 0.1 0.1 0.0
H -1.0602 -0.0252 -1.0165 0.0 0.0 0.0
H -2.1111 0.3732 -2.3738 0.0 0.0 0.0
H 1.5779 0.7403 -3.2052 -0.1 -0.1 -0.1
H 0.8816 0.9236 -1.6185 0.0 0.0 0.0
H -0.0449 2.3247 -4.1887 0.0 -0.1 0.0
H 0.5455 3.0164 -2.6885 0.0 0.0 -0.1
H -1.0548 2.2642 -2.7460 0.0 0.0 0.0
H -0.5750 -1.9191 -4.1209 0.0 0.0 0.1
H 0.6750 -0.8460 -4.6646 0.0 0.0 0.0
H -2.2679 0.0375 -4.5827 0.0 0.0 0.0
H -1.5594 -0.8030 -5.9527 0.0 0.0 0.0
H -0.9511 0.7785 -5.4985 0.0 0.0 0.0
C 2.3146 -0.2741 1.8594 0.0 0.0 0.1
C 1.3255 -0.4771 2.9995 0.0 0.0 0.0
N -0.0369 -0.7410 2.5538 0.0 0.3 -0.2
C -1.0128 -0.6875 3.6384 -0.1 0.0 0.1
C -0.8965 -1.7185 4.7633 -0.1 0.0 0.0
C -0.1654 -1.8719 1.6377 0.0 -0.2 -0.2
C 0.3564 -3.2336 2.1080 -0.1 0.0 0.0
H 1.9859 0.5208 1.1810 0.0 -0.1 -0.1
H 3.2861 0.0070 2.2679 0.0 0.0 0.0
H 2.4598 -1.1755 1.2656 0.0 0.0 0.0
H 1.3010 0.4344 3.6070 -0.1 0.0 0.1
H 1.7158 -1.2638 3.6587 0.0 0.0 0.0
H -2.0093 -0.7542 3.1930 0.0 0.0 0.0
H -0.9492 0.3134 4.0809 0.1 0.0 0.0
H -1.2306 -2.7056 4.4486 0.0 0.0 0.0
H -1.5262 -1.4154 5.6011 0.0 0.0 0.0
H 0.1239 -1.8038 5.1375 0.0 0.0 0.0
H 0.3489 -1.6083 0.7094 0.0 0.0 0.0
H -1.2183 -1.9685 1.3592 0.0 0.1 0.1
H 1.3272 -3.1545 2.5988 0.0 0.0 0.0
H 0.4806 -3.8925 1.2473 0.0 0.0 0.0
H -0.3308 -3.7246 2.7945 0.0 0.0 0.0
C -6.4994 -4.5684 -4.8838 0.0 0.0 0.0
C -5.9710 -3.3226 -4.1896 0.0 0.0 0.0
N -6.4285 -2.0862 -4.8017 0.0 0.0 0.0
C -5.7181 -0.9135 -4.3305 0.1 0.1 -0.1
C -5.8669 -0.5168 -2.8555 0.1 0.1 0.0
C -7.8700 -1.9447 -4.9411 -0.1 0.0 -0.1
C -8.7243 -2.0223 -3.6692 0.0 0.0 0.0
H -6.2551 -4.5520 -5.9467 0.0 0.0 0.0
H -6.0457 -5.4561 -4.4414 0.0 0.0 0.0
H -7.5798 -4.6702 -4.7800 0.0 0.0 0.0
H -4.8784 -3.3270 -4.2556 0.0 0.0 0.0
H -6.2158 -3.3854 -3.1170 0.0 0.0 0.0
H -6.0081 -0.0661 -4.9583 0.0 0.0 0.0
H -4.6539 -1.0816 -4.5343 0.0 -0.1 0.0
H -6.8304 -0.0544 -2.6466 0.0 -0.1 0.0
H -5.0963 0.2162 -2.5996 0.0 0.0 0.0
H -5.7405 -1.3710 -2.1890 0.0 0.0 0.0
H -8.2163 -2.7136 -5.6346 0.0 0.0 0.0
H -8.0597 -0.9963 -5.4500 0.0 0.0 0.0
H -8.4123 -2.8415 -3.0195 0.0 0.0 0.0
H -9.7670 -2.1997 -3.9380 0.0 0.0 0.0
H -8.6924 -1.0997 -3.0909 0.0 0.0 0.0
C 8.9155 0.3133 3.9391 0.0 0.0 0.0
C 7.4968 0.4035 4.4797 0.0 0.0 0.0
N 7.1156 1.7510 4.8713 -0.1 0.0 0.0
C 5.8870 1.8044 5.6413 0.0 0.0 0.1
C 4.5854 1.3872 4.9444 -0.1 0.0 0.0
C 7.2736 2.7738 3.8520 0.1 0.1 0.0
C 6.5195 2.5915 2.5259 0.0 0.1 0.0
H 9.6286 0.7210 4.6564 0.0 0.0 0.0
H 9.1728 -0.7304 3.7565 0.0 0.0 0.0
H 9.0331 0.8466 2.9951 0.0 0.0 0.0
H 7.4266 -0.2213 5.3741 -0.1 0.0 0.0
H 6.8081 -0.0378 3.7403 0.0 0.0 0.0
H 5.7735 2.8203 6.0298 0.0 0.0 0.0
H 6.0259 1.1665 6.5191 0.0 0.0 0.0
H 4.2384 2.1498 4.2455 0.0 0.0 -0.1
H 3.7965 1.2458 5.6870 0.0 0.0 0.0
H 4.6970 0.4460 4.4036 0.0 0.0 0.0
H 8.3382 2.8632 3.6271 0.0 -0.1 0.0
H 6.9955 3.7318 4.2990 0.0 0.0 0.0
H 6.5936 1.5678 2.1551 0.0 0.0 0.0
H 6.9509 3.2455 1.7654 0.0 0.0 0.0
H 5.4629 2.8464 2.6136 0.0 -0.1 0.0
```
Forces are in eV/Å.

The charge is +1. The value obtained for the HOMO-LUMO gap is 6.87 eV. As for the largest force on an atom: 0.8 eV Å⁻¹.



# 2
A cluster of 7 separate species, C24H68ClN6O4 in total in a non-equilibrium geometry, computed with the ωB97M-V functional and the def2-TZVPD basis.

XYZ file:
```
103
Properties=species:S:1:pos:R:3:forces:R:3
N 2.1712 -1.9578 0.6977 0.0 -0.8 -0.4
H 1.3909 -1.6874 0.1162 -0.6 0.3 -0.7
H 2.0397 -2.8604 1.1315 0.0 -0.5 -0.3
H 2.2433 -1.3119 1.4708 0.4 1.8 1.5
H 3.0278 -1.9160 0.1644 0.3 -0.1 -0.3
N -2.8042 -1.6768 -1.4513 0.6 -0.5 -0.8
H -1.9849 -2.1365 -1.0805 0.1 -0.3 0.3
H -2.4478 -0.8631 -1.9317 0.3 0.9 -0.9
H -3.4384 -1.3438 -0.7392 -0.9 0.9 2.1
H -3.3635 -2.2990 -2.0171 0.3 -0.2 -0.7
Cl -0.2488 0.8296 -1.4092 -2.8 -0.7 -1.9
O 0.5884 1.9604 -1.4935 0.5 0.4 0.8
O -1.1033 0.7698 -0.2217 1.1 0.1 0.1
O -1.1790 0.8246 -2.5567 0.5 -0.2 0.7
O 0.5210 -0.4047 -1.5165 0.6 -0.5 0.9
C 0.7341 7.9941 -1.2792 0.5 -1.0 -0.3
C 1.7655 6.8421 -1.4645 -1.8 0.8 -0.2
N 2.8207 6.9768 -0.5176 1.5 -1.6 0.0
C 3.6919 5.8251 -0.7958 0.7 -0.9 1.8
C 3.1666 4.2998 -0.5139 0.6 0.7 -1.5
C 2.4955 7.0549 0.9194 -0.2 1.3 -0.1
C 2.7980 8.5093 1.4112 0.2 -0.7 0.1
H 1.3137 8.9164 -1.3172 -0.3 0.1 0.2
H 0.2356 7.8349 -0.3231 0.1 0.4 0.1
H -0.0724 8.0438 -2.0108 0.2 -0.2 -0.3
H 1.3554 5.8373 -1.3632 -0.9 -0.1 0.0
H 2.2203 6.8218 -2.4549 0.0 0.4 -0.1
H 4.2370 5.9095 -1.7359 -0.9 -0.1 -0.6
H 4.5542 5.9913 -0.1501 0.0 -0.4 0.6
H 3.9624 3.6570 -0.8903 0.7 0.0 0.8
H 2.8500 4.0094 0.4879 0.4 0.5 0.1
H 2.4179 3.8519 -1.1674 -0.7 0.9 -0.2
H 3.0243 6.3186 1.5246 0.6 0.1 -0.3
H 1.4617 6.7812 1.1304 -0.4 0.2 -0.2
H 3.7675 8.8421 1.0404 0.0 -0.2 -0.2
H 2.8944 8.5760 2.4948 -0.4 -0.1 0.1
H 2.0728 9.2453 1.0640 -0.1 -0.2 0.0
C 3.8109 -2.1492 3.9492 -0.5 0.4 -0.2
C 2.4559 -1.4157 3.9554 0.0 -0.2 0.8
N 2.3450 -0.2177 3.0264 -1.2 -3.3 -0.6
C 3.3175 0.7882 3.3424 1.2 0.0 0.6
C 3.4232 1.9805 2.4207 -0.4 -1.1 0.3
C 0.9281 0.2276 2.8531 1.2 1.8 1.9
C 0.5364 1.0502 4.1489 -1.0 -0.3 -1.2
H 3.9074 -3.0414 4.5678 -0.7 0.3 0.7
H 4.5830 -1.4517 4.2741 0.4 -0.4 -0.7
H 3.8897 -2.6345 2.9764 0.9 0.6 -0.5
H 1.7438 -2.2255 3.7962 -0.7 0.4 -1.0
H 2.1692 -1.1711 4.9782 0.3 0.6 0.3
H 3.3187 1.0942 4.3886 -0.5 0.1 0.3
H 4.2901 0.3035 3.2577 0.0 -0.2 -0.1
H 2.5860 2.6707 2.5246 0.3 0.2 -0.1
H 4.3953 2.3879 2.6986 -0.2 0.6 -0.5
H 3.4229 1.5147 1.4352 0.2 0.7 -0.4
H 0.2238 -0.5879 2.6887 0.3 -0.3 0.2
H 0.9061 0.8370 1.9496 -0.2 0.2 0.1
H 0.5902 0.4194 5.0362 0.1 0.1 0.0
H -0.4899 1.4046 4.0526 -0.2 -0.3 0.0
H 1.0717 1.9847 4.3167 0.5 -0.3 -0.2
C 2.4295 -5.7642 -2.5183 -2.5 -1.7 0.7
C 0.8676 -6.0180 -2.2344 0.7 1.1 1.3
N -0.0721 -5.8113 -3.2919 -0.2 0.9 -0.2
C -0.0804 -6.9755 -4.1423 -2.9 -0.9 -0.8
C -1.2660 -7.0251 -5.2083 2.5 0.6 -0.7
C 0.1475 -4.5140 -3.9370 -1.0 1.4 0.3
C -0.0093 -3.1517 -3.0755 0.8 -1.5 -0.4
H 2.6128 -4.7373 -2.8345 0.3 -0.4 -0.1
H 2.6328 -6.5799 -3.2121 0.8 0.6 -0.5
H 2.9139 -6.0550 -1.5861 0.3 0.4 0.0
H 0.6542 -6.9987 -1.8092 0.5 -0.2 -0.2
H 0.5370 -5.3621 -1.4291 0.2 0.4 0.3
H 0.8710 -7.2429 -4.6020 0.2 0.3 -0.4
H -0.3663 -7.8163 -3.5104 0.5 0.0 0.4
H -2.2862 -6.7765 -4.9158 0.3 -0.1 0.4
H -0.9276 -6.3803 -6.0194 -0.5 0.6 -0.1
H -1.1928 -7.9703 -5.7461 -0.4 -0.4 0.5
H -0.6146 -4.2440 -4.6680 0.0 -1.1 -0.4
H 1.1102 -4.5501 -4.4470 0.2 0.6 -0.1
H -0.1953 -2.3398 -3.7786 0.4 0.0 0.0
H 0.8855 -2.9367 -2.4913 -0.1 0.2 0.0
H -0.8718 -3.1083 -2.4104 0.0 -0.7 0.0
C -5.1573 1.2254 -0.5309 0.3 -0.2 1.1
C -4.7639 0.5464 0.8209 -0.6 0.6 -2.2
N -4.5998 -0.8942 0.5691 0.5 -0.1 0.0
C -5.7269 -1.5749 -0.0987 -1.3 2.1 0.3
C -7.1427 -1.4125 0.5625 0.8 -0.3 -0.6
C -4.2147 -1.5784 1.7499 0.9 -0.9 1.9
C -2.8679 -1.0614 2.3719 -1.4 -0.4 -0.4
H -4.4921 0.9883 -1.3612 0.5 0.2 0.2
H -5.1493 2.2933 -0.3126 -0.3 0.0 -0.6
H -6.1266 0.8585 -0.8685 -0.2 0.6 0.3
H -3.8669 1.0109 1.2305 0.3 -0.4 -0.4
H -5.5332 0.8425 1.5341 -0.4 -0.6 0.3
H -5.7716 -0.9877 -1.0159 -0.4 -0.8 -0.5
H -5.5625 -2.6324 -0.3056 0.5 0.1 0.1
H -7.4090 -0.3663 0.7128 0.2 0.0 0.1
H -7.8445 -1.8063 -0.1727 -0.2 -0.1 0.2
H -7.2488 -1.9602 1.4990 0.0 0.0 -0.1
H -4.1744 -2.6419 1.5144 0.4 -0.2 0.0
H -5.0081 -1.5254 2.4954 -0.1 0.2 0.4
H -3.0738 -0.0662 2.7659 0.6 0.2 -0.4
H -2.1251 -1.1132 1.5758 0.3 0.6 0.2
H -2.5251 -1.6203 3.2426 -0.2 -0.4 -0.2
```
Forces are in eV/Å.

The charge is +1. The value obtained for the HOMO-LUMO gap is 6.53 eV. As for the largest force on an atom: 3.6 eV Å⁻¹. Its energy above the lowest of the compared OMol25 structures with the same formula, charge and spin is 406.8 kJ/mol.